Entry 1:
{
  "formula": "C30H60Br4O12",
  "method": "the ωB97M-V functional and the def2-TZVPD basis",
  "multiplicity": 1,
  "charge": 0,
  "e_homo_ev": -9.42,
  "lumo_energy_ev": 0.192,
  "smiles": "CCOC(C)=O.CCOC(C)=O.CCOC(C)=O.CCOC(C)=O.CCOC(C)=O.CC(C)=O.CC(C)=O.BrCCBr.BrCCBr",
  "gap_ha": 0.353,
  "symbols": ["C", "C", "O", "C", "C", "O", "H", "H", "H", "H", "H", "H", "H", "H", "C", "C", "O", "C", "C", "O", "H", "H", "H", "H", "H", "H", "H", "H", "C", "C", "O", "C", "C", "O", "H", "H", "H", "H", "H", "H", "H", "H", "C", "C", "O", "C", "C", "O", "H", "H", "H", "H", "H", "H", "H", "H", "C", "C", "O", "C", "C", "O", "H", "H", "H", "H", "H", "H", "H", "H", "C", "C", "C", "O", "H", "H", "H", "H", "H", "H", "C", "C", "C", "O", "H", "H", "H", "H", "H", "H", "Br", "C", "C", "Br", "H", "H", "H", "H", "Br", "C", "C", "Br", "H", "H", "H", "H"],
  "coordinates": [[-18.42, 11.89, -7.18], [-16.94, 11.86, -6.75], [-16.83, 12.02, -5.28], [-16.25, 11.06, -4.52], [-15.78, 11.52, -3.12], [-16.07, 9.86, -4.93], [-18.87, 11.29, -6.39], [-18.50, 11.45, -8.18], [-18.73, 12.94, -7.22], [-16.50, 10.91, -7.07], [-16.34, 12.66, -7.18], [-16.65, 11.59, -2.46], [-15.17, 12.42, -3.13], [-15.06, 10.80, -2.74], [-21.36, 12.22, 4.90], [-21.20, 13.78, 4.99], [-21.32, 14.29, 6.29], [-20.66, 15.47, 6.60], [-20.93, 15.75, 8.10], [-20.11, 16.24, 5.82], [-20.51, 11.66, 5.29], [-21.55, 12.03, 3.84], [-22.26, 11.97, 5.47], [-20.35, 14.13, 4.41], [-22.05, 14.18, 4.45], [-20.22, 15.28, 8.78], [-21.90, 15.34, 8.40], [-20.87, 16.82, 8.28], [-11.84, 23.68, 5.59], [-12.09, 23.11, 4.21], [-11.35, 21.92, 4.06], [-11.48, 21.19, 3.03], [-10.51, 19.95, 3.07], [-12.19, 21.46, 2.10], [-12.19, 23.04, 6.40], [-12.20, 24.71, 5.57], [-10.77, 23.83, 5.72], [-13.16, 22.88, 4.18], [-11.77, 23.82, 3.46], [-10.36, 19.68, 4.12], [-9.55, 20.08, 2.57], [-11.01, 19.07, 2.66], [-19.13, 21.46, 11.03], [-17.97, 20.48, 10.93], [-17.67, 20.32, 9.53], [-16.72, 21.04, 8.93], [-16.59, 20.71, 7.53], [-16.10, 22.01, 9.40], [-19.56, 21.42, 12.03], [-20.02, 21.21, 10.46], [-18.89, 22.52, 10.93], [-17.19, 20.77, 11.63], [-18.22, 19.49, 11.31], [-15.53, 20.48, 7.42], [-16.88, 21.54, 6.88], [-17.13, 19.77, 7.37], [-15.31, 15.54, 8.77], [-15.34, 15.92, 10.24], [-16.17, 15.12, 11.11], [-16.27, 15.53, 12.43], [-17.06, 14.48, 13.22], [-15.68, 16.41, 13.05], [-14.81, 16.28, 8.14], [-16.31, 15.31, 8.38], [-14.58, 14.74, 8.68], [-14.35, 15.92, 10.69], [-15.62, 16.97, 10.27], [-18.07, 14.46, 12.81], [-17.13, 14.67, 14.29], [-16.60, 13.51, 13.03], [-18.04, 17.69, -7.61], [-18.40, 17.82, -6.15], [-17.39, 17.36, -5.12], [-19.42, 18.40, -5.89], [-17.13, 17.11, -7.74], [-17.95, 18.72, -7.96], [-18.77, 17.13, -8.21], [-16.65, 18.17, -5.13], [-16.73, 16.50, -5.24], [-17.92, 17.28, -4.17], [-15.22, 17.42, 2.55], [-15.53, 17.57, 1.07], [-16.38, 18.72, 0.60], [-15.10, 16.72, 0.30], [-16.07, 17.86, 3.08], [-14.41, 18.09, 2.82], [-15.05, 16.40, 2.90], [-16.25, 18.83, -0.48], [-15.96, 19.62, 1.05], [-17.39, 18.49, 0.94], [-10.80, 17.73, -2.43], [-11.74, 17.06, -4.03], [-11.24, 15.76, -4.60], [-12.28, 15.39, -6.24], [-11.75, 17.83, -4.81], [-12.77, 16.80, -3.80], [-11.31, 14.94, -3.89], [-10.21, 15.82, -4.96], [-21.82, 19.31, 1.21], [-22.97, 19.52, -0.41], [-22.22, 19.45, -1.71], [-21.02, 21.08, -1.90], [-23.64, 20.37, -0.45], [-23.71, 18.73, -0.33], [-22.82, 19.37, -2.62], [-21.59, 18.56, -1.77]],
  "mulliken_charge": [-0.90, -0.33, -0.28, 0.73, -0.98, -0.59, 0.28, 0.33, 0.22, 0.33, 0.31, 0.26, 0.29, 0.32, -1.05, -0.31, -0.27, 0.73, -0.98, -0.58, 0.30, 0.35, 0.29, 0.37, 0.26, 0.27, 0.32, 0.30, -1.18, -0.18, -0.25, 0.68, -0.93, -0.59, 0.30, 0.37, 0.33, 0.28, 0.30, 0.32, 0.25, 0.29, -1.20, -0.14, -0.27, 0.65, -0.83, -0.61, 0.41, 0.31, 0.30, 0.31, 0.28, 0.25, 0.26, 0.29, -1.17, -0.04, -0.28, 0.70, -0.99, -0.55, 0.38, 0.28, 0.33, 0.29, 0.16, 0.28, 0.31, 0.29, -0.95, 0.73, -1.04, -0.55, 0.27, 0.29, 0.31, 0.28, 0.36, 0.31, -0.89, 0.81, -0.96, -0.59, 0.30, 0.16, 0.31, 0.27, 0.31, 0.28, -0.15, -0.62, -0.55, -0.15, 0.40, 0.34, 0.38, 0.36, -0.11, -0.59, -0.68, -0.14, 0.38, 0.39, 0.39, 0.36]
}

Entry 2:
{
  "formula": "C30H60Cl4N4O18P",
  "method": "the ωB97M-V functional and the def2-TZVPD basis",
  "relative_energy_ev": 3.074,
  "multiplicity": 1,
  "charge": 1,
  "e_homo_ev": -11.72,
  "lumo_energy_ev": -3.993,
  "gap_ha": 0.284,
  "symbols": ["C", "C", "N", "C", "C", "N", "C", "N", "C", "C", "C", "Cl", "N", "C", "C", "O", "C", "Cl", "C", "C", "Cl", "P", "O", "Cl", "C", "C", "O", "H", "H", "H", "H", "H", "H", "H", "H", "H", "H", "H", "H", "H", "H", "H", "H", "H", "H", "H", "H", "H", "H", "H", "H", "H", "H", "H", "H", "H", "H", "C", "O", "C", "O", "O", "C", "H", "H", "H", "H", "H", "H", "C", "O", "C", "O", "O", "C", "H", "H", "H", "H", "H", "H", "C", "O", "C", "O", "O", "C", "H", "H", "H", "H", "H", "H", "C", "O", "C", "O", "O", "C", "H", "H", "H", "H", "H", "H", "C", "O", "C", "O", "O", "C", "H", "H", "H", "H", "H", "H"],
  "coordinates": [[6.40, -3.19, 1.63], [5.41, -4.38, 1.25], [3.96, -3.95, 1.24], [3.13, -5.12, 0.82], [2.05, -4.80, -0.31], [2.75, -4.78, -1.62], [3.06, -3.67, -2.30], [3.75, -3.89, -3.55], [3.96, -2.68, -4.38], [5.54, -2.53, -4.67], [5.96, -1.10, -5.22], [5.90, -3.72, -6.05], [2.73, -2.41, -1.67], [3.86, -1.59, -1.23], [3.80, -0.03, -1.41], [3.95, 0.40, -2.80], [1.52, -1.75, -2.16], [0.68, -2.97, -3.29], [0.41, -1.44, -1.03], [0.99, -1.24, 0.44], [-0.74, -0.08, -1.55], [3.17, -6.38, -2.36], [2.70, -7.64, -1.32], [1.84, -6.47, -4.03], [3.69, -3.55, 2.64], [3.60, -1.98, 2.95], [3.58, -4.33, 3.59], [6.12, -2.19, 1.17], [7.47, -3.41, 1.27], [6.50, -3.04, 2.76], [5.57, -5.22, 2.02], [5.75, -4.81, 0.25], [3.86, -5.91, 0.44], [2.57, -5.62, 1.69], [1.39, -3.91, -0.10], [1.34, -5.70, -0.33], [4.70, -4.26, -3.34], [3.50, -2.90, -5.41], [3.48, -1.72, -4.02], [6.17, -2.74, -3.75], [7.09, -1.02, -5.12], [5.53, -0.23, -4.62], [5.69, -0.92, -6.31], [4.81, -1.96, -1.77], [4.07, -1.81, -0.12], [4.70, 0.41, -0.85], [2.87, 0.49, -1.02], [4.76, 0.92, -2.90], [1.64, -0.83, -2.81], [-0.26, -2.37, -0.98], [0.23, -0.58, 1.00], [1.98, -0.69, 0.50], [1.07, -2.19, 1.05], [1.72, -7.62, -1.31], [3.65, -1.34, 2.02], [2.67, -1.75, 3.55], [4.53, -1.75, 3.58], [0.45, 5.27, 3.06], [1.10, 4.68, 1.93], [0.32, 3.89, 1.19], [-0.84, 3.64, 1.41], [1.04, 3.41, 0.17], [0.31, 2.54, -0.70], [1.18, 5.89, 3.57], [-0.38, 5.90, 2.74], [0.11, 4.49, 3.74], [-0.52, 3.07, -1.16], [-0.05, 1.67, -0.15], [0.99, 2.20, -1.48], [-5.52, 4.93, -4.53], [-5.30, 5.56, -3.27], [-4.05, 5.45, -2.80], [-3.14, 4.89, -3.36], [-3.98, 6.09, -1.62], [-2.69, 6.05, -1.01], [-6.56, 5.08, -4.80], [-4.89, 5.38, -5.30], [-5.33, 3.86, -4.46], [-1.95, 6.55, -1.64], [-2.39, 5.02, -0.80], [-2.75, 6.59, -0.07], [-2.29, -2.31, 6.13], [-1.95, -0.92, 6.02], [-1.63, -0.54, 4.78], [-1.60, -1.25, 3.80], [-1.33, 0.77, 4.81], [-0.97, 1.31, 3.54], [-2.53, -2.50, 7.17], [-3.16, -2.54, 5.52], [-1.44, -2.93, 5.85], [-1.80, 1.21, 2.83], [-0.08, 0.82, 3.15], [-0.76, 2.37, 3.67], [-3.34, -1.95, 1.21], [-3.51, -3.14, 0.44], [-4.51, -3.93, 0.86], [-5.23, -3.71, 1.79], [-4.56, -5.00, 0.06], [-5.59, -5.93, 0.39], [-2.50, -1.39, 0.78], [-4.23, -1.33, 1.15], [-3.09, -2.19, 2.24], [-6.57, -5.47, 0.31], [-5.43, -6.33, 1.40], [-5.53, -6.76, -0.32], [-6.90, 9.84, 2.83], [-6.25, 9.26, 1.71], [-7.03, 8.46, 0.97], [-8.19, 8.21, 1.19], [-6.30, 7.98, -0.05], [-7.01, 7.11, -0.92], [-6.18, 10.47, 3.35], [-7.73, 10.47, 2.51], [-7.25, 9.07, 3.52], [-7.85, 7.63, -1.39], [-7.36, 6.22, -0.38], [-6.32, 6.78, -1.70]],
  "mulliken_charge": [-1.05, -0.67, 0.90, -1.03, -0.10, 0.82, -1.69, -0.01, -0.62, 0.19, -1.02, -0.17, 1.92, 0.57, -0.40, -0.53, -0.78, -0.11, -0.01, -0.34, -0.11, 0.26, -0.45, -0.18, 0.19, -0.68, -0.55, 0.20, 0.35, 0.30, 0.43, 0.46, 0.34, 0.32, -0.47, 0.44, 0.42, 0.55, -0.12, 0.43, 0.39, 0.03, 0.36, 0.09, -0.93, 0.61, -0.26, 0.34, 0.81, 0.49, 0.02, -0.28, 0.32, 0.34, 0.00, 0.28, 0.33, -0.54, -0.39, 0.85, -0.53, -0.38, -0.26, 0.26, 0.27, 0.20, 0.43, -0.23, 0.37, -0.70, -0.30, 0.71, -0.59, -0.23, -0.65, 0.25, 0.29, 0.30, 0.34, 0.25, 0.22, -0.60, -0.35, 0.72, -0.50, -0.37, 0.05, 0.24, 0.29, 0.26, 0.33, 0.10, -0.18, -0.38, -0.20, 0.70, -0.53, -0.32, -0.64, -0.08, 0.36, 0.30, 0.29, 0.30, 0.22, -0.63, -0.31, 0.74, -0.53, -0.23, -0.49, 0.22, 0.29, 0.29, 0.34, 0.33, 0.09]
}